Here is a molecular structure, C23HBrCl70N2S from the Open Molecules 2025 dataset. Energies are from ωB97M-V with the def2-TZVPD basis set.

Cartesian coordinates (Å):
Cl 2.31 2.85 2.36
C 2.63 1.81 1.01
C 1.53 1.17 0.27
Br -0.25 1.59 0.84
C 1.79 0.35 -0.77
C 3.11 0.04 -1.23
N 3.51 -0.73 -2.25
S 5.13 -0.65 -2.16
N 5.42 0.34 -0.91
C 4.19 0.66 -0.49
C 3.90 1.54 0.60
Cl 5.22 2.33 1.44
H 0.94 -0.10 -1.29
C -3.41 1.07 -2.17
Cl -3.88 0.37 -0.60
Cl -4.12 0.10 -3.48
Cl -4.00 2.73 -2.27
Cl -1.65 1.07 -2.31
C 5.47 -0.25 4.57
Cl 4.03 0.13 3.60
Cl 5.16 0.16 6.26
Cl 5.84 -1.98 4.44
Cl 6.85 0.68 3.98
C 2.81 -3.47 2.29
Cl 3.30 -5.10 1.80
Cl 3.83 -2.28 1.45
Cl 1.12 -3.20 1.86
Cl 3.01 -3.29 4.04
C 0.63 5.45 3.62
Cl 2.18 4.81 4.19
Cl -0.18 4.23 2.63
Cl -0.39 5.86 5.00
Cl 0.92 6.90 2.64
C 9.07 4.47 1.78
Cl 10.59 4.74 2.63
Cl 8.06 3.36 2.72
Cl 8.22 6.01 1.58
Cl 9.39 3.76 0.20
C 12.74 0.98 -0.35
Cl 13.34 -0.37 0.64
Cl 12.15 2.27 0.71
Cl 14.05 1.59 -1.36
Cl 11.42 0.41 -1.37
C 11.17 -3.77 -2.89
Cl 9.60 -2.96 -2.75
Cl 11.37 -4.38 -4.54
Cl 12.45 -2.61 -2.54
Cl 11.25 -5.11 -1.75
C -8.28 1.72 -2.57
Cl -6.75 1.18 -1.86
Cl -8.92 0.48 -3.64
Cl -9.42 2.04 -1.26
Cl -8.00 3.21 -3.49
C -6.03 7.07 -2.85
Cl -6.13 6.89 -4.61
Cl -7.60 7.60 -2.22
Cl -5.60 5.52 -2.12
Cl -4.80 8.28 -2.45
C -4.40 5.01 6.11
Cl -3.88 4.09 7.53
Cl -3.29 4.69 4.77
Cl -6.03 4.53 5.65
Cl -4.37 6.74 6.49
C 8.85 8.79 -1.52
Cl 9.37 10.43 -1.96
Cl 8.47 7.88 -2.98
Cl 10.16 7.98 -0.64
Cl 7.42 8.89 -0.49
C -7.11 -3.31 -4.99
Cl -7.20 -3.50 -6.74
Cl -8.69 -2.83 -4.36
Cl -6.62 -4.84 -4.25
Cl -5.91 -2.06 -4.59
C -7.45 4.60 1.94
Cl -5.84 4.73 2.66
Cl -8.47 3.57 2.96
Cl -8.18 6.20 1.81
Cl -7.30 3.88 0.33
C -7.01 -8.80 -3.51
Cl -7.11 -9.01 -5.26
Cl -8.59 -8.29 -2.91
Cl -6.50 -10.35 -2.77
Cl -5.81 -7.56 -3.12
C -5.60 -3.69 -0.33
Cl -4.68 -5.09 -0.92
Cl -7.31 -4.12 -0.23
Cl -5.00 -3.22 1.27
Cl -5.39 -2.35 -1.46
C -9.32 -10.23 0.84
Cl -8.72 -11.17 2.21
Cl -8.16 -10.32 -0.50
Cl -10.88 -10.89 0.31
Cl -9.53 -8.54 1.32
C -0.05 -7.88 0.54
Cl -1.56 -6.98 0.62
Cl 0.29 -8.32 -1.14
Cl 1.27 -6.87 1.17
Cl -0.18 -9.35 1.51

Summary:
E_HOMO, eV: -9.35
Strongest force on any atom, eV/Å: 2.51
Electronic energy, eV: -984287.6446
Net charge: 0
Spin multiplicity: 1
Orbital gap, eV: 8.15